Entry from the Open Molecules 2025 dataset: a 2-piece molecular cluster, H2NO3S overall (wB97M-V/def2-TZVPD).

Computed properties:
- E (Ha) = -679.77382
- strongest force on any atom (eV Å⁻¹) = 3.90
- frontier orbital gap (spin up / spin down) (Ha) = 0.218 / 0.193
- total charge = -1

CARTESIAN COORDINATES (ANGSTROEM)
N  1.2801  1.5167  0.2013
O  -0.5545  -2.4578  0.6072
O  -2.0240  -0.7407  -0.4552
O  0.4122  0.5416  -0.4521
S  -1.0519  -1.0464  0.6057
H  2.0355  1.0225  0.5090
H  -0.0973  1.1641  -1.0159

Results of the natural (NBO) charge analysis, in e, for atoms 1 through 4:
1 N -0.7771
2 O -0.9262
3 O -0.9368
4 O -0.6585



Entry from the Open Molecules 2025 dataset: one molecule with the formula H2NPS2 (wB97M-V/def2-TZVPD).

Computed properties:
- E (Ha) = -1193.69371
- SMILES = Np1ss1
- strongest force on any atom (eV Å⁻¹) = 2.56
- frontier orbital gap (Ha) = 0.315
- total charge = 0

CARTESIAN COORDINATES (ANGSTROEM)
N  0.9749  0.0532  0.1786
P  -0.4313  0.2426  -0.8264
S  -1.6694  -1.3365  -0.1078
S  -1.9091  0.5947  0.7386
H  1.6446  -0.5961  -0.3366
H  1.3903  1.0421  0.3536

Results of the natural (NBO) charge analysis, in e, for atoms 1 through 4:
1 N -1.1789
2 P 0.7800
3 S -0.1914
4 S -0.1974



Entry from the Open Molecules 2025 dataset: one molecule with the formula H2NPS2 (wB97M-V/def2-TZVPD).

Computed properties:
- E (Ha) = -1193.68062
- SMILES = NSP=S
- strongest force on any atom (eV Å⁻¹) = 2.01
- frontier orbital gap (Ha) = 0.274
- total charge = 0

CARTESIAN COORDINATES (ANGSTROEM)
N  0.3711  0.1963  0.1413
P  -0.7682  2.4529  -1.4173
S  -0.4954  4.3907  -1.7176
S  0.7508  1.8539  -0.0733
H  0.6778  -0.2166  -0.7143
H  -0.6380  0.0749  0.2962

Results of the natural (NBO) charge analysis, in e, for atoms 1 through 4:
1 N -0.9559
2 P 0.4517
3 S -0.4033
4 S 0.1566



Entry from the Open Molecules 2025 dataset: a 2-piece molecular cluster, H2O2S2 overall (wB97M-V/def2-TZVPD).

Computed properties:
- E (Ha) = -947.94791
- SMILES = O=S.OS
- strongest force on any atom (eV Å⁻¹) = 0.94
- frontier orbital gap (spin up / spin down) (Ha) = 0.256 / 0.254
- total charge = 0

CARTESIAN COORDINATES (ANGSTROEM)
O  -1.2305  0.2786  -0.3277
O  1.0872  0.8471  1.3505
S  -0.3994  -1.1690  -0.3436
S  1.3389  1.4726  2.6784
H  -0.7729  0.7681  0.3469
H  0.5953  -0.7474  -1.1192

Results of the natural (NBO) charge analysis, in e, for atoms 1 through 4:
1 O -0.8363
2 O -0.7072
3 S 0.2825
4 S 0.7022



Entry from the Open Molecules 2025 dataset: a 2-piece molecular cluster, H2O5P2 overall (wB97M-V/def2-TZVPD).

Computed properties:
- E (Ha) = -1060.25345
- strongest force on any atom (eV Å⁻¹) = 2.49
- frontier orbital gap (Ha) = 0.301
- total charge = -2

CARTESIAN COORDINATES (ANGSTROEM)
O  -0.0087  2.2317  0.4280
O  -0.7727  0.9942  -1.5518
O  0.1002  -0.9132  0.3274
O  6.1181  0.5456  7.1386
O  4.9822  2.6979  6.9782
P  6.1298  1.8927  6.5506
P  0.4275  0.9649  -0.6517
H  -0.8341  2.6112  0.0509
H  0.6355  -0.8177  1.1119

Results of the natural (NBO) charge analysis, in e, for atoms 1 through 4:
1 O -1.0617
2 O -1.1946
3 O -1.1214
4 O -1.1784



Entry from the Open Molecules 2025 dataset: H2OSn as an isolated structure (wB97M-V/def2-TZVPD).

Computed properties:
- E (Ha) = -289.10339
- multiplicity = 2
- strongest force on any atom (eV Å⁻¹) = 3.32
- frontier orbital gap (spin up / spin down) (Ha) = 0.529 / 0.364
- total charge = +3

CARTESIAN COORDINATES (ANGSTROEM)
Sn  5.7971  -1.7753  15.5140
O  3.0406  -0.8129  15.2894
H  2.2901  -1.0799  14.7586
H  2.7924  0.0411  15.6434

Charge distribution, natural (NBO) scheme, values in e:
1 Sn 1.9983
2 O -0.1490
3 H 0.5796
4 H 0.5712



Entry from the Open Molecules 2025 dataset: H2P2S as an isolated structure (wB97M-V/def2-TZVPD).

Computed properties:
- E (Ha) = -1082.01394
- strongest force on any atom (eV Å⁻¹) = 3.53
- frontier orbital gap (Ha) = 0.266
- total charge = 0

CARTESIAN COORDINATES (ANGSTROEM)
P  0.8290  0.6437  0.6243
P  -1.0631  0.6661  -0.5582
S  1.9465  -0.7519  -0.0808
H  -1.0662  -0.0727  1.1496
H  -0.6461  -0.4852  -1.1349

Results of the natural (NBO) charge analysis, in e, for atoms 1 through 4:
1 P 0.3597
2 P 0.0848
3 S -0.4304
4 H 0.0099



Entry from the Open Molecules 2025 dataset: a 2-piece molecular cluster, H2P2S4 overall (wB97M-V/def2-TZVPD).

Computed properties:
- E (Ha) = -2276.61140
- strongest force on any atom (eV Å⁻¹) = 2.39
- frontier orbital gap (spin up / spin down) (Ha) = 0.247 / 0.262
- total charge = 0

CARTESIAN COORDINATES (ANGSTROEM)
P  -0.5247  -0.4644  1.6156
P  1.2110  -0.1322  -0.6978
S  3.0608  -0.2580  -1.4065
S  0.8460  1.1097  0.9581
S  0.4246  -1.9152  0.3207
S  -2.2647  -0.0071  0.3943
H  -0.8369  0.3749  -1.6143
H  -1.9160  1.2923  0.4298

Results of the natural (NBO) charge analysis, in e, for atoms 1 through 4:
1 P 0.5202
2 P 0.6169
3 S -0.3834
4 S -0.3205



What is the formula in the second record? H2NPS2



Among the records above, which one has the lowest total charge? H2O5P2



Number 4 is which compound? H2O2S2